Entry 1:
12
Properties=species:S:1:pos:R:3 method="wB97M-V/def2-TZVPD" orbital_gap_ev=9.42 charge=0 fmax_ha_per_bohr=0.0234 mol_weight_da=86.1 smiles="O=CC1(O)CC1" homo_energy_ha=-0.32531 e_lumo_ev=0.568
O 1.5032 -0.0776 1.5377
C 1.4791 -0.0221 0.3249
C 0.2252 0.0810 -0.4264
O 0.2910 0.5408 -1.7567
C -0.9936 -0.7468 -0.2218
C -0.9458 0.2037 0.8823
H 2.4290 0.0280 -0.2416
H 0.8081 1.3475 -1.8793
H -0.8868 -1.8074 -0.0417
H -1.7100 -0.4700 -0.9855
H -0.7399 -0.2247 1.8750
H -1.4595 1.1476 0.9331



Entry 2:
48
Properties=species:S:1:pos:R:3 method="wB97M-V/def2-TZVPD" orbital_gap_ev=8.42 charge=0 fmax_ha_per_bohr=0.0211 mol_weight_da=345.4 smiles="CN(C)CCCNc1nc(N)c([N+](=O)[O-])c(NCc2ccccc2)n1" homo_energy_ha=-0.30437 e_lumo_ev=0.133
C -0.0049 -2.4727 0.3225
N 1.2575 -3.0135 0.7672
C 2.3821 -2.4485 0.0634
C 1.4423 -3.1876 2.1883
C 1.9304 -2.0071 3.0581
C 0.9141 -0.8977 3.3371
N 0.8505 0.0673 2.2723
C -0.2797 0.5818 1.7698
N -1.4396 0.2107 2.3133
C -2.5533 0.7153 1.7986
N -3.6954 0.3319 2.3727
C -2.5235 1.6220 0.6856
N -3.6777 2.1291 0.1252
O -4.7784 1.8144 0.5908
O -3.6053 2.8934 -0.8443
C -1.2122 1.9390 0.1818
N -1.0352 2.7722 -0.8437
C 0.2514 3.0028 -1.4620
C 0.4678 2.0477 -2.6105
C 0.8191 0.7283 -2.3520
C 0.9757 -0.1710 -3.3905
C 0.7842 0.2400 -4.6993
C 0.4320 1.5521 -4.9639
C 0.2703 2.4510 -3.9235
N -0.1250 1.4182 0.7424
H -0.0722 -1.3797 0.3886
H -0.8134 -2.9054 0.9080
H -0.1494 -2.7535 -0.7229
H 2.2723 -2.6653 -0.9999
H 3.3004 -2.9156 0.4164
H 2.4712 -1.3565 0.1764
H 0.5009 -3.5599 2.5985
H 2.1897 -3.9835 2.3023
H 2.8262 -1.5699 2.6126
H 2.2229 -2.4359 4.0185
H 1.1961 -0.3870 4.2679
H -0.0921 -1.3015 3.4594
H 1.7114 0.4137 1.8780
H -3.6434 -0.3055 3.1468
H -4.5677 0.6894 2.0004
H -1.8802 3.1018 -1.3056
H 1.0141 2.8503 -0.6955
H 0.2775 4.0370 -1.8130
H 0.9617 0.4143 -1.3290
H 1.2485 -1.1948 -3.1797
H 0.9078 -0.4616 -5.5111
H 0.2792 1.8762 -5.9828
H -0.0089 3.4736 -4.1340



Entry 3:
97
Properties=species:S:1:pos:R:3 method="wB97M-V/def2-TZVPD" orbital_gap_ev="5.65 / 5.15" charge=+2 fmax_ha_per_bohr=0.1060 multiplicity=2 mol_weight_da=1041.2 homo_energy_ha="-0.45240 / -0.45250" e_lumo_ev="-6.663 / -7.161"
Ir 0.2549 0.9734 0.8503
N -0.6154 1.0046 3.0167
C -1.7252 0.1395 3.2685
C -1.9151 -0.4338 4.5173
C -3.0358 -1.2123 4.7567
C -3.9673 -1.4152 3.7497
C -3.7538 -0.8834 2.4877
C -2.6188 -0.1209 2.2313
P -2.1374 0.4554 0.5634
C -2.7837 -0.7980 -0.5778
C -1.8980 -1.6579 -1.2217
C -2.3733 -2.6504 -2.0644
C -3.7373 -2.7960 -2.2586
C -4.6261 -1.9375 -1.6229
C -4.1569 -0.9323 -0.7953
C -3.1513 1.9191 0.2586
C -3.5954 2.2038 -1.0337
C -4.3489 3.3415 -1.2710
C -4.6374 4.2128 -0.2282
C -4.1746 3.9471 1.0538
C -3.4309 2.8053 1.2987
H -0.8980 1.9790 2.9173
H 0.0843 0.9492 3.7500
H -1.1987 -0.2457 5.3086
H -3.1785 -1.6575 5.7315
H -4.8586 -1.9964 3.9405
H -4.4633 -1.0829 1.7007
H -0.8319 -1.5346 -1.0722
H -1.6796 -3.3087 -2.5705
H -4.1177 -3.5647 -2.9174
H -5.6910 -2.0435 -1.7801
H -4.8578 -0.2436 -0.3417
H -3.3530 1.5320 -1.8471
H -4.7259 3.5472 -2.2636
H -5.2255 5.1010 -0.4147
H -4.4055 4.6270 1.8625
H -3.0777 2.5918 2.3008
C 0.4457 -2.1904 -6.0586
C 0.5300 -1.1420 -4.9912
C 0.3476 0.2071 -5.3029
C 0.5184 1.1889 -4.3461
C 0.8526 0.8140 -3.0522
C 1.0089 -0.5227 -2.7052
C 0.8484 -1.4918 -3.6778
S 1.1927 2.0324 -1.8363
O 1.9434 1.3391 -0.7752
O 1.7826 3.2004 -2.3965
N -0.2489 2.3502 -1.0782
C -0.5143 3.6689 -0.8111
C 0.4907 3.9990 0.5475
O 1.3248 4.8219 0.3378
O 0.1635 3.2427 1.4839
H -0.4869 -2.1086 -6.6169
H 0.5198 -3.1903 -5.6362
H 1.2624 -2.0625 -6.7707
H 0.0948 0.4940 -6.3154
H 0.4132 2.2363 -4.5980
H 1.2871 -0.7781 -1.6906
H 1.0019 -2.5342 -3.4278
H -1.5249 3.8353 -0.4426
H -0.1949 4.3698 -1.5779
S 4.3653 4.9715 1.5245
C 5.8392 5.7997 1.4315
C 6.9146 4.9577 1.3479
C 6.5314 3.6086 1.3466
C 5.1668 3.4288 1.4408
C 4.4494 2.1684 1.4318
C 3.0851 2.0773 1.8198
N 2.3758 0.9587 1.7493
C 2.9866 -0.1653 1.3010
C 4.3541 -0.2069 0.9942
C 4.9343 -1.4567 0.5976
C 4.1953 -2.5840 0.5236
C 2.7907 -2.5606 0.7995
C 1.9686 -3.6910 0.7279
C 0.6103 -3.5902 0.9902
C 0.1091 -2.3002 1.2655
N 0.8616 -1.2197 1.3140
C 2.1949 -1.3334 1.1406
C -0.2844 -4.7368 0.9904
C 0.0446 -6.0692 1.0066
C -1.0790 -6.9213 1.0243
C -2.2550 -6.2338 1.0236
S -2.0141 -4.5458 1.0027
C 5.0686 0.9906 1.0412
H 5.8675 6.8774 1.4400
H 7.9365 5.2991 1.2904
H 7.2418 2.7962 1.2945
H 2.5809 2.9544 2.2056
H 5.9900 -1.4783 0.3599
H 4.6530 -3.5242 0.2447
H 2.4142 -4.6450 0.4773
H -0.9469 -2.1670 1.4715
H 1.0631 -6.4291 1.0259
H -1.0164 -7.9985 1.0419
H -3.2587 -6.6267 1.0242
H 6.1087 1.0014 0.7432



Entry 4:
71
Properties=species:S:1:pos:R:3 method="wB97M-V/def2-TZVPD" orbital_gap_ev=7.30 charge=+2 fmax_ha_per_bohr=0.0277 mol_weight_da=816.3 homo_energy_ha=-0.50857 e_lumo_ev=-6.535
Pb 0.5393 0.4203 0.7340
C -2.9190 -2.2093 -1.1913
C -1.6729 -1.6369 -0.9586
N -1.5595 -0.4645 -0.3506
C -2.6832 0.1924 -0.0162
C -3.9163 -0.4580 -0.1593
N -4.0172 -1.6397 -0.7290
C -2.5192 1.6048 0.3379
C -3.5623 2.4797 0.6071
C -3.2961 3.8507 0.7010
C -1.9811 4.2842 0.5078
C -0.9843 3.3415 0.2695
N -1.2618 2.0397 0.2252
C 0.4120 3.6564 -0.0598
C 0.8577 4.9577 -0.3302
N 2.0700 5.2046 -0.7749
C 2.8870 4.1831 -0.9551
C 2.5001 2.8863 -0.6244
N 1.2757 2.6297 -0.1809
C -4.4021 4.7927 0.9168
C -4.2967 5.9019 1.7574
C -5.4125 6.7154 1.9193
N -6.5545 6.4985 1.3001
C -6.6551 5.4762 0.4747
C -5.6134 4.5869 0.2523
H -3.0244 -3.1414 -1.7266
H -0.7599 -2.1081 -1.2883
H -4.8415 -0.0361 0.2051
H -4.5706 2.1272 0.7427
H -1.7652 5.3387 0.5251
H 0.2194 5.8185 -0.1963
H 3.8638 4.4013 -1.3615
H 3.1792 2.0523 -0.7079
H -3.3882 6.1140 2.2989
H -5.3917 7.5807 2.5667
H -7.6030 5.3632 -0.0307
H -5.7272 3.7779 -0.4526
Cl 3.6051 0.2591 1.2943
C 4.4088 -1.0416 0.4618
C 5.7822 -1.1734 0.5572
C 6.4005 -2.2497 -0.0617
C 5.6531 -3.1690 -0.7793
C 4.2823 -3.0196 -0.8838
C 3.6395 -1.9516 -0.2592
P 1.8159 -1.8603 -0.2380
C 1.4181 -2.7865 1.2956
C 0.0808 -2.9943 1.6490
C -0.2420 -3.6620 2.8174
C 0.7639 -4.1165 3.6560
C 2.0896 -3.9099 3.3141
C 2.4213 -3.2495 2.1446
C 1.3794 -2.9447 -1.6427
C 0.9267 -4.2490 -1.4642
C 0.6682 -5.0367 -2.5725
C 0.8554 -4.5329 -3.8495
C 1.3144 -3.2349 -4.0271
C 1.5687 -2.4358 -2.9273
H 6.3656 -0.4626 1.1207
H 7.4693 -2.3712 0.0255
H 6.1316 -4.0154 -1.2479
H 3.7066 -3.7472 -1.4384
H -0.7146 -2.6598 0.9992
H -1.2763 -3.8301 3.0778
H 0.5154 -4.6313 4.5713
H 2.8803 -4.2663 3.9554
H 3.4609 -3.1030 1.8957
H 0.8011 -4.6488 -0.4690
H 0.3297 -6.0530 -2.4408
H 0.6572 -5.1555 -4.7081
H 1.4778 -2.8540 -5.0223
H 1.9356 -1.4256 -3.0481